The following is a DFT calculation (the ωB97M-V functional and the def2-TZVPD basis) of an isolated molecule of C22H31N7.

Values from the calculation:
Calculated total energy (Ha): -1240.17630
M (g mol⁻¹): 393.54
SMILES string: c1c/c(=N\C2CN(C3CCCCC3)C2)[nH]c(N2CCn3nc4c(c3C2)CCC4)n1
Kohn-Sham gap (Ha): 0.3255
Total charge: 0

Atoms and positions in Å:
C1 2.075 -2.725 -0.015
C2 1.224 -1.680 -0.017
C3 1.044 -0.908 1.197
N1 0.289 0.085 1.451
C4 -0.556 0.557 0.380
C5 -1.786 -0.332 0.066
N2 -2.610 0.543 0.914
C6 -3.939 0.870 0.449
C7 -4.810 -0.381 0.408
C8 -6.230 -0.055 -0.045
C9 -6.860 1.011 0.848
C10 -5.989 2.263 0.899
C11 -4.569 1.927 1.347
C12 -1.582 1.598 0.855
N3 1.877 -1.358 2.231
C13 2.662 -2.463 2.154
N4 3.430 -2.819 3.289
C14 4.670 -2.055 3.452
C15 4.461 -0.596 3.844
N5 3.466 -0.523 4.895
N6 3.207 0.650 5.514
C16 2.132 0.387 6.229
C17 1.674 -0.928 6.072
C18 2.558 -1.500 5.192
C19 2.683 -2.851 4.550
C20 0.457 -1.183 6.908
C21 0.018 0.268 7.259
C22 1.283 1.164 7.185
N7 2.803 -3.155 1.072
H1 2.221 -3.310 -0.915
H2 0.670 -1.416 -0.905
H3 0.031 0.858 -0.492
H4 -2.069 -0.286 -0.996
H5 -1.731 -1.375 0.385
H6 -3.885 1.283 -0.582
H7 -4.361 -1.127 -0.253
H8 -4.826 -0.814 1.414
H9 -6.207 0.310 -1.077
H10 -6.840 -0.961 -0.047
H11 -7.864 1.259 0.496
H12 -6.970 0.610 1.862
H13 -5.956 2.718 -0.098
H14 -6.428 3.007 1.567
H15 -4.581 1.538 2.371
H16 -3.949 2.828 1.356
H17 -1.359 2.085 1.804
H18 -1.795 2.352 0.084
H19 1.777 -0.857 3.107
H20 5.247 -2.565 4.227
H21 5.241 -2.111 2.526
H22 5.393 -0.165 4.210
H23 4.129 0.001 2.991
H24 1.695 -3.276 4.374
H25 3.209 -3.538 5.220
H26 -0.334 -1.728 6.392
H27 0.707 -1.748 7.810
H28 -0.693 0.606 6.504
H29 -0.478 0.327 8.227
H30 1.775 1.243 8.158
H31 1.059 2.175 6.845

Mulliken population analysis, charges in e, atoms 1 to 6:
1 C -0.53
2 C -0.54
3 C 0.55
4 N -0.75
5 C -0.09
6 C -0.78


The following is a DFT calculation (the ωB97M-V functional and the def2-TZVPD basis) of a structure of composition C26H32FN11O6SeTi in a non-equilibrium geometry.

Values from the calculation:
Calculated total energy (Ha): -5414.58708
M (g mol⁻¹): 740.44
Kohn-Sham gap (alpha / beta) (Ha): 0.1869 / 0.1867
Total charge: 0

Atoms and positions in Å:
Ti1 -0.189 -0.274 0.753
Se1 2.306 2.966 7.165
N1 2.928 1.647 6.143
C1 2.083 1.506 5.160
C2 2.240 0.525 4.100
C3 3.297 -0.344 4.029
C4 3.349 -1.275 2.971
C5 2.359 -1.291 2.035
N2 1.309 -0.425 2.052
C6 1.235 0.481 3.090
C7 0.123 1.326 3.094
N3 -0.796 1.155 2.058
C8 -1.889 1.977 2.089
C9 -2.098 2.938 3.030
C10 -1.159 3.128 4.067
C11 -0.059 2.315 4.105
C12 0.944 2.399 5.158
N4 0.877 3.253 6.141
H1 4.061 -0.301 4.794
H2 4.163 -1.983 2.896
H3 2.363 -2.026 1.241
H4 -2.617 1.853 1.306
H5 -2.994 3.539 2.972
H6 -1.285 3.886 4.827
C13 -4.035 1.937 -2.660
O1 -2.680 1.934 -2.212
C14 -2.314 1.196 -1.163
O2 -1.214 1.331 -0.677
N5 -3.233 0.325 -0.666
N6 -2.811 -0.446 0.417
H7 -4.101 2.738 -3.386
H8 -4.722 2.136 -1.839
H9 -4.297 0.996 -3.149
H10 -3.988 -0.006 -1.242
H11 -2.624 -1.402 0.156
H12 -3.507 -0.421 1.150
F1 -5.012 -2.488 -2.092
C15 -3.972 -3.231 -2.500
C16 -2.739 -2.735 -2.393
N7 -1.626 -3.431 -2.789
C17 -0.296 -2.827 -2.654
C18 -0.037 -2.198 -1.278
O3 0.893 -2.625 -0.592
O4 -0.765 -1.198 -0.953
C19 -1.740 -4.663 -3.421
O5 -0.794 -5.279 -3.861
N8 -3.038 -5.133 -3.505
C20 -4.226 -4.542 -3.063
O6 -5.290 -5.096 -3.184
H13 -2.543 -1.754 -1.990
H14 -0.182 -2.042 -3.407
H15 0.437 -3.602 -2.826
H16 -3.136 -6.035 -3.946
C21 2.179 3.323 -2.042
N9 2.294 2.363 -0.952
C22 1.627 2.775 0.279
C23 2.319 1.017 -1.228
N10 1.610 0.198 -0.527
N11 3.152 0.634 -2.259
C24 4.471 1.243 -2.390
C25 3.107 -0.741 -2.710
H17 1.141 3.654 -2.149
H18 2.495 2.875 -2.980
H19 2.800 4.198 -1.841
H20 1.860 3.826 0.455
H21 2.006 2.190 1.115
H22 0.543 2.650 0.223
H23 1.868 -0.771 -0.697
H24 4.517 2.173 -1.832
H25 4.692 1.444 -3.440
H26 5.242 0.570 -2.000
H27 2.076 -1.060 -2.851
H28 3.597 -1.432 -2.013
H29 3.616 -0.803 -3.672
C26 -0.946 -1.940 1.826
H30 -0.128 -2.607 2.109
H31 -1.659 -2.570 1.270
H32 -1.438 -1.623 2.754

Mulliken population analysis, charges in e, atoms 1 to 6:
1 Ti -0.10
2 Se 0.19
3 N -0.89
4 C 0.81
5 C 0.19
6 C -0.56


The following is a DFT calculation (the ωB97M-V functional and the def2-TZVPD basis) of a structure of composition C12H17Cl2MoN3O2 in a non-equilibrium geometry.

Values from the calculation:
Calculated total energy (Ha): -1770.73168
M (g mol⁻¹): 402.13
Kohn-Sham gap (alpha / beta) (Ha): 0.1991 / 0.1961
Total charge: 0

Atoms and positions in Å:
C1 -0.509 0.933 -2.194
C2 -1.386 -0.135 -1.781
C3 -0.587 -1.330 -1.623
C4 -2.868 -0.103 -1.849
C5 0.764 -1.015 -1.950
C6 0.841 0.392 -2.350
C7 2.043 1.129 -2.689
C8 -0.965 2.274 -2.637
C9 -1.072 -2.715 -1.384
C10 1.878 -2.008 -1.996
Mo1 -0.010 0.414 0.036
Cl1 -1.696 -0.900 1.243
Cl2 -1.039 2.476 0.563
O1 1.548 -0.650 0.566
H1 -3.241 0.871 -1.539
H2 -3.284 -0.860 -1.188
H3 -3.226 -0.301 -2.865
H4 -1.944 -2.746 -0.732
H5 -0.276 -3.304 -0.927
H6 -1.338 -3.218 -2.321
H7 1.765 -2.780 -1.219
H8 2.831 -1.492 -1.840
H9 1.899 -2.524 -2.970
H10 2.938 0.538 -2.495
H11 2.231 2.044 -1.509
H12 2.086 1.590 -3.703
H13 -1.854 2.541 -2.061
H14 -1.224 2.261 -3.705
H15 -0.189 3.025 -2.449
H16 1.978 -0.247 1.344
O2 1.845 2.108 -0.522
H17 1.763 3.082 -0.381
N1 0.291 0.787 2.300
C11 0.218 0.663 3.471
N2 0.210 0.716 4.757
C12 0.024 -0.251 5.613
N3 -0.120 -1.036 6.480

Mulliken population analysis, charges in e, atoms 1 to 6:
1 C 0.27
2 C 1.62
3 C 1.40
4 C -1.97
5 C 0.19
6 C 1.10


The following is a DFT calculation (the ωB97M-V functional and the def2-TZVPD basis) of a structure of composition C6H16N2 in a non-equilibrium geometry.

Values from the calculation:
Calculated total energy (Ha): -347.64065
M (g mol⁻¹): 116.21
Kohn-Sham gap (Ha): 0.3149
Total charge: 0

Atoms and positions in Å:
C1 -0.128 -0.310 -0.642
C2 1.021 -0.053 1.004
C3 0.728 0.407 -1.689
C4 0.029 -1.827 -0.772
C5 -1.591 -0.037 -1.036
C6 -0.438 1.777 1.499
N1 0.917 1.294 1.366
N2 0.625 -0.919 2.048
H1 1.461 1.874 0.740
H2 2.037 -0.285 0.681
H3 -0.353 -0.818 2.286
H4 0.841 -1.885 1.847
H5 1.775 0.107 -1.639
H6 0.666 1.491 -1.558
H7 0.412 0.186 -2.715
H8 1.067 -2.145 -0.670
H9 -0.569 -2.344 -0.016
H10 -0.296 -2.204 -1.748
H11 -2.292 -0.420 -0.292
H12 -1.826 -0.497 -2.003
H13 -1.790 1.027 -1.175
H14 -0.872 1.422 2.435
H15 -0.450 2.863 1.449
H16 -0.972 1.294 0.600

Mulliken population analysis, charges in e, atoms 1 to 6:
1 C 1.83
2 C -0.43
3 C -1.70
4 C -1.98
5 C -1.88
6 C -0.63


The following is a DFT calculation (the ωB97M-V functional and the def2-TZVPD basis) of a structure of composition H9O4 in a non-equilibrium geometry.

Values from the calculation:
Expectation value of S²: 0.754
Multiplicity: 2
Calculated total energy (Ha): -305.45233
M (g mol⁻¹): 73.07
Kohn-Sham gap (alpha / beta) (Ha): 0.4251 / 0.1403
Total charge: +2

Atoms and positions in Å:
O1 -0.146 0.199 -0.538
H1 -0.163 -0.601 0.429
H2 0.605 -0.139 -1.208
H3 -1.002 0.014 -0.959
O2 -0.816 1.533 1.722
H4 -0.659 2.017 0.876
H5 -0.198 1.781 2.318
O3 1.508 -0.566 -2.245
H6 2.391 -0.450 -2.443
H7 0.823 -0.694 -3.080
O4 -0.483 -1.080 1.449
H8 -1.411 -1.422 1.256
H9 -0.450 -0.591 2.423

Mulliken population analysis, charges in e, atoms 1 to 6:
1 O -0.66
2 H 0.53
3 H 0.46
4 H 0.40
5 O -0.07
6 H 0.46


The following is a DFT calculation (the ωB97M-V functional and the def2-TZVPD basis) of an isolated molecule of C3H4OS in a non-equilibrium geometry.

Values from the calculation:
Calculated total energy (Ha): -589.93508
M (g mol⁻¹): 88.13
Kohn-Sham gap (alpha / beta) (Ha): 0.2568 / 0.3274
Total charge: 0

Atoms and positions in Å:
C1 0.710 1.084 0.236
C2 -0.653 0.646 -0.239
C3 -0.919 -0.671 0.330
O1 2.057 -1.106 -0.307
S1 2.157 0.299 0.171
H1 -1.334 1.562 -0.030
H2 -0.539 0.481 -1.358
H3 -0.421 -1.505 -0.159
H4 -1.057 -0.790 1.357

Mulliken population analysis, charges in e, atoms 1 to 6:
1 C -0.13
2 C 0.01
3 C -0.84
4 O -0.51
5 S 0.28
6 H 0.25